Record 1
This record from the Open Molecules 2025 dataset describes a structure of composition C4H8O2. The level of theory is ωB97M-V/def2-TZVPD.

```
14
Properties=species:S:1:pos:R:3:forces:R:3:nbo_charge:R:1
C -0.333327 1.545741 1.237812 0.0 0.2 0.1 -0.259
O -0.851471 0.268749 0.934654 0.2 -0.2 0.1 -0.704
C -0.574177 -0.671341 -0.697387 0.1 -0.2 -0.1 0.030
C 0.712096 -0.237677 -1.336478 -0.1 0.3 -0.2 -0.110
O 1.440144 -1.246402 -0.628703 0.2 0.0 0.1 -0.530
C 0.191122 -1.654189 -0.017038 -0.2 -0.4 -0.3 -0.241
H 0.710829 1.663409 0.908601 -0.2 0.0 0.0 0.161
H -0.949187 2.314390 0.757019 0.1 -0.1 0.1 0.180
H -0.368242 1.710158 2.321490 0.0 0.0 -0.2 0.189
H -1.595506 -0.595220 -1.046642 0.2 0.0 0.1 0.232
H 1.066276 0.781851 -1.150398 0.0 -0.1 0.0 0.196
H 0.706926 -0.433429 -2.416793 0.0 0.0 0.1 0.204
H -0.160632 -0.728034 1.038331 -0.2 0.4 0.0 0.438
H 0.005148 -2.718004 0.095532 0.0 0.1 0.0 0.214
```
Positions in Å, forces in eV/Å.

Output
- DFT total energy: -8367.374 eV
- Relative energy (zero: lowest compared OMol25 entry of this formula, charge and spin): 5.908 eV
- Largest force on an atom: 0.5 eV Å⁻¹
- Kohn-Sham gap: 8.9 eV
- Highest occupied orbital energy: -7.9813 eV

=====

Record 2
This record from the Open Molecules 2025 dataset describes an isolated molecule of C4H8O2. The level of theory is ωB97M-V/def2-TZVPD.

```
14
Properties=species:S:1:pos:R:3:forces:R:3:nbo_charge:R:1
C -1.693112 0.012933 -0.435601 -2.4 0.7 -2.1 -0.617
C -0.771580 -0.191534 0.723448 -1.7 1.1 0.9 -0.294
C 0.503862 -0.832308 0.548320 1.1 1.2 -1.4 0.085
O 0.892058 -1.115245 -0.760401 -0.4 1.1 -1.7 -0.732
C 0.529632 0.680158 0.814261 -1.9 -1.5 -2.6 0.025
O 0.793258 1.196928 -0.484977 -1.2 3.5 -0.7 -0.722
H -2.443393 0.843163 -0.175981 1.0 -1.0 -0.3 0.212
H -1.168382 0.387831 -1.414991 -1.3 -1.2 1.7 0.190
H -2.425478 -0.901042 -0.688026 2.1 1.8 0.5 0.239
H -1.409528 -0.346061 1.605052 0.9 -0.1 0.1 0.228
H 0.864221 -1.395303 1.354023 0.8 -1.3 0.5 0.194
H 0.741773 -0.170850 -1.368092 1.0 -3.6 3.2 0.503
H 0.937899 1.196618 1.647167 0.1 0.3 0.5 0.202
H 0.007550 1.716697 -0.898692 2.0 -1.0 1.6 0.485
```
Positions in Å, forces in eV/Å.

Output
- SMILES: C[C@H]1[C@@H](O)[C@H]1O
- DFT total energy: -8369.532 eV
- Relative energy (zero: lowest compared OMol25 entry of this formula, charge and spin): 3.749 eV
- Largest force on an atom: 4.9 eV Å⁻¹
- Kohn-Sham gap: 9.9 eV
- Highest occupied orbital energy: -9.2685 eV

=====

Record 3
This record from the Open Molecules 2025 dataset describes an isolated molecule of C4H8O2. The level of theory is ωB97M-V/def2-TZVPD.

```
14
Properties=species:S:1:pos:R:3:forces:R:3:nbo_charge:R:1
C -1.348464 0.323483 -0.300687 0.4 0.2 0.1 -0.102
C -0.822487 -1.111712 0.026172 0.5 -0.1 0.0 -0.105
O 0.513912 -1.215437 0.573283 -0.6 0.1 -0.1 -0.528
C 1.409237 -0.281773 0.000975 -0.2 0.6 0.0 -0.097
C 0.815832 1.102410 0.268160 0.4 -0.4 0.0 -0.095
O -0.325405 1.303331 -0.535257 -0.2 -0.4 -0.1 -0.526
H -1.918901 0.310554 -1.239117 0.0 -0.2 0.3 0.197
H -2.016528 0.701189 0.490956 0.3 -0.2 0.0 0.169
H -1.453850 -1.573145 0.794712 0.0 0.1 -0.3 0.198
H -0.848346 -1.732929 -0.878591 -0.1 0.1 0.0 0.169
H 2.395380 -0.367047 0.480948 -0.4 -0.2 0.0 0.192
H 1.529702 -0.469467 -1.081898 0.0 0.2 0.2 0.168
H 0.538033 1.104854 1.336786 0.1 0.2 -0.1 0.167
H 1.531890 1.905683 0.063556 -0.3 -0.1 -0.1 0.192
```
Positions in Å, forces in eV/Å.

Output
- SMILES: C1COCCO1
- DFT total energy: -8371.419 eV
- Relative energy (zero: lowest compared OMol25 entry of this formula, charge and spin): 1.863 eV
- Largest force on an atom: 0.6 eV Å⁻¹
- Kohn-Sham gap: 10.4 eV
- Highest occupied orbital energy: -9.3402 eV

=====

Record 4
This record from the Open Molecules 2025 dataset describes an isolated molecule of C4H8O2. The level of theory is ωB97M-V/def2-TZVPD.

```
14
Properties=species:S:1:pos:R:3:forces:R:3:nbo_charge:R:1
C 1.463672 -0.629269 -0.001534 -0.1 -0.1 0.0 -0.642
C 0.130065 0.079001 -0.139035 0.0 0.2 -0.1 0.060
C -0.441222 0.684488 1.125843 0.3 0.0 0.1 -0.082
O -1.700535 1.253090 0.867175 -0.2 0.0 0.1 -0.707
C -1.247988 -0.802340 -1.901640 0.7 -0.3 0.5 0.145
O -0.965214 -0.775900 -0.629827 0.0 -0.2 -0.4 -0.503
H 1.471857 -1.348632 0.822605 -0.1 0.1 -0.1 0.220
H 2.240211 0.125635 0.185707 -0.2 -0.2 0.0 0.228
H 1.729843 -1.145510 -0.930527 -0.1 0.1 0.1 0.228
H 0.214588 1.500916 1.438336 0.0 -0.1 0.1 0.191
H -0.478953 -0.069949 1.928147 0.0 0.1 -0.1 0.167
H -2.260903 0.555210 0.497037 0.1 0.2 0.1 0.479
H -0.357886 -0.290765 -2.371074 -0.4 0.1 -0.4 0.030
H 0.202466 0.864026 -0.891213 0.1 0.1 0.0 0.186
```
Positions in Å, forces in eV/Å.

Output
- DFT total energy: -8369.222 eV
- Relative energy (zero: lowest compared OMol25 entry of this formula, charge and spin): 4.059 eV
- Largest force on an atom: 0.9 eV Å⁻¹
- Kohn-Sham gap: 9.5 eV
- Highest occupied orbital energy: -8.8454 eV

=====

Record 5
This record from the Open Molecules 2025 dataset describes an isolated molecule of C4H8O2. The level of theory is ωB97M-V/def2-TZVPD.

```
14
Properties=species:S:1:pos:R:3:forces:R:3:nbo_charge:R:1
C 1.491185 0.759730 -0.597967 0.0 0.3 0.0 -0.262
O 1.346650 -0.621671 -0.335284 0.0 -0.1 0.0 -0.540
C 0.359320 -0.957584 0.607803 -0.2 -0.1 0.2 -0.047
C -1.074772 -0.782891 0.072935 0.0 0.0 0.0 -0.552
C -1.500997 0.669680 0.016379 0.0 0.2 0.3 0.433
O -1.617569 1.350397 1.010023 0.0 -0.3 -0.4 -0.529
H 1.421625 0.930094 -1.679203 0.0 0.0 0.2 0.183
H 2.465723 1.117629 -0.244756 -0.1 -0.1 -0.1 0.185
H 0.725159 1.360806 -0.097846 0.2 -0.1 -0.1 0.179
H 0.468772 -0.379992 1.539722 0.0 -0.1 -0.2 0.178
H 0.525574 -2.014023 0.840160 -0.1 0.2 0.0 0.197
H -1.761875 -1.283637 0.767749 0.1 0.1 -0.1 0.242
H -1.157186 -1.256946 -0.911444 0.0 0.1 0.2 0.219
H -1.691611 1.108406 -0.988275 0.0 -0.1 0.2 0.115
```
Positions in Å, forces in eV/Å.

Output
- SMILES: COCCC=O
- DFT total energy: -8371.500 eV
- Relative energy (zero: lowest compared OMol25 entry of this formula, charge and spin): 1.782 eV
- Largest force on an atom: 0.5 eV Å⁻¹
- Kohn-Sham gap: 10.8 eV
- Highest occupied orbital energy: -9.8837 eV

=====

Record 6
This record from the Open Molecules 2025 dataset describes a cluster of 2 separate species, C4H8O2 in total. The level of theory is ωB97M-V/def2-TZVPD.

```
14
Properties=species:S:1:pos:R:3:forces:R:3:nbo_charge:R:1
C -0.240974 -2.358281 -1.339671 -1.0 -0.7 -0.3 -0.726
C 0.080542 -2.667559 0.109075 0.5 0.4 -1.7 0.443
O 0.539144 -1.799310 0.785003 0.2 0.2 1.5 -0.522
H -1.087508 -3.018150 -1.593773 0.3 0.2 -0.4 0.215
H 0.606233 -2.601779 -2.002664 -0.2 -0.1 0.4 0.241
H -0.542180 -1.313179 -1.523103 0.3 -0.4 0.4 0.241
H -0.031859 -3.731167 0.431272 -0.1 0.4 0.2 0.110
C 0.223333 2.817467 1.316409 -0.3 -0.2 -1.1 -0.726
C -0.074628 2.093214 -0.056274 -1.4 0.4 0.8 0.442
O -0.967324 2.403334 -0.835778 1.7 -0.4 1.3 -0.526
H 1.103227 3.460462 1.146267 -0.2 -0.2 0.2 0.232
H 0.465624 2.092892 2.111955 0.0 0.1 -0.5 0.230
H -0.613246 3.449422 1.659004 0.3 -0.3 -0.4 0.231
H 0.539618 1.172634 -0.207722 -0.1 0.4 -0.2 0.117
```
Positions in Å, forces in eV/Å.

Output
- SMILES: CC=O.CC=O
- DFT total energy: -8371.493 eV
- Relative energy (zero: lowest compared OMol25 entry of this formula, charge and spin): 1.789 eV
- Largest force on an atom: 2.2 eV Å⁻¹
- Kohn-Sham gap: 10.7 eV
- Highest occupied orbital energy: -9.7639 eV

=====

Record 7
This record from the Open Molecules 2025 dataset describes a cluster of 2 separate species, C4H8O2 in total. The level of theory is ωB97M-V/def2-TZVPD.

```
14
Properties=species:S:1:pos:R:3:forces:R:3:nbo_charge:R:1
C 0.482592 0.666285 -2.286832 0.1 -0.1 -0.4 -0.141
O 0.619089 0.681023 -0.994531 0.1 0.3 0.2 -0.338
C 0.170568 -0.214114 -0.157863 0.0 -0.3 0.2 0.044
C 0.437976 0.022812 1.262766 -0.2 0.2 -0.2 -0.025
C -0.124549 -0.855424 2.289443 -0.3 0.0 0.1 -0.101
O 1.249965 -0.940067 1.956574 0.2 -0.1 0.1 -0.488
H 0.909010 1.516860 -2.797167 -0.1 -0.1 0.1 0.184
H 0.238006 -0.267970 -2.780955 0.0 0.1 0.1 0.165
H -1.636512 0.630447 -1.756548 -0.1 0.0 0.1 -0.017
H -0.071677 -1.201415 -0.543774 0.0 0.1 0.1 0.175
H -1.726378 0.337835 -1.050922 -0.1 0.1 -0.2 -0.021
H 0.654099 1.060289 1.519669 0.0 -0.2 0.0 0.201
H -0.736016 -1.705911 1.982360 0.1 0.1 0.0 0.178
H -0.352857 -0.457114 3.278300 0.1 0.0 -0.2 0.184
```
Positions in Å, forces in eV/Å.

Output
- DFT total energy: -8367.040 eV
- Relative energy (zero: lowest compared OMol25 entry of this formula, charge and spin): 6.242 eV
- Largest force on an atom: 0.4 eV Å⁻¹
- Kohn-Sham gap (spin up / spin down): 8.2 / 8.2 eV
- Highest occupied orbital energy (spin up / spin down): -7.6684 / -7.5786 eV

=====

Record 8
This record from the Open Molecules 2025 dataset describes an isolated molecule of C4H8O2. The level of theory is ωB97M-V/def2-TZVPD.

```
14
Properties=species:S:1:pos:R:3:forces:R:3:nbo_charge:R:1
C 1.505300 1.000293 0.078765 0.1 0.0 0.0 -0.725
C 0.567348 0.157596 -0.750128 0.1 -0.1 -0.2 0.587
O 0.930273 -0.425613 -1.753652 -0.1 0.3 0.4 -0.557
C -0.879924 -0.005578 -0.288287 0.2 0.1 0.2 -0.005
C -0.891582 -0.748938 1.051054 0.0 -0.1 0.1 -0.622
O -1.600990 -0.709950 -1.259913 0.0 0.0 0.0 -0.713
H 2.501320 0.973195 -0.360644 -0.1 0.0 0.0 0.241
H 1.157321 2.037314 0.123220 0.0 -0.1 0.0 0.238
H 1.559479 0.633865 1.108192 -0.1 0.0 -0.1 0.237
H -1.317664 0.997748 -0.153216 0.1 -0.2 0.0 0.180
H -1.922085 -0.966426 1.337714 0.1 0.0 -0.1 0.230
H -0.426312 -0.164586 1.852951 -0.1 -0.1 -0.2 0.206
H -0.359381 -1.701666 0.950809 -0.1 0.1 0.0 0.214
H -0.935124 -0.988729 -1.913178 -0.1 0.0 0.0 0.490
```
Positions in Å, forces in eV/Å.

Output
- SMILES: CC(=O)[C@H](C)O
- DFT total energy: -8372.620 eV
- Relative energy (zero: lowest compared OMol25 entry of this formula, charge and spin): 0.661 eV
- Largest force on an atom: 0.5 eV Å⁻¹
- Kohn-Sham gap: 11.1 eV
- Highest occupied orbital energy: -10.2428 eV

=====

Record 9
This record from the Open Molecules 2025 dataset describes an isolated molecule of C4H8O2. The level of theory is ωB97M-V/def2-TZVPD.

```
14
Properties=species:S:1:pos:R:3:forces:R:3:nbo_charge:R:1
C -2.378760 0.181369 0.158587 -0.3 0.3 0.0 -0.248
O -1.240705 -0.625919 0.101199 0.0 -0.1 0.1 -0.526
C -0.132414 0.225350 0.053628 0.3 0.2 -0.1 -0.091
C 1.074127 -0.614234 -0.299670 -0.2 0.3 -0.3 0.031
C 2.433409 -0.111040 -0.128686 0.2 0.3 -0.2 -0.112
O 1.907078 -1.079917 0.760420 -0.2 0.0 0.1 -0.480
H -3.239308 -0.466858 -0.032755 0.0 0.4 -0.1 0.198
H -2.480686 0.657064 1.146109 -0.1 -0.1 -0.1 0.165
H -2.222497 1.012041 -0.576749 -0.9 -0.6 0.3 0.158
H 0.025256 0.722017 1.026641 0.1 -0.1 -0.1 0.178
H -0.424985 1.049708 -0.665355 1.1 -0.7 0.2 0.166
H 0.887302 -1.384304 -1.049584 0.0 0.2 0.0 0.195
H 2.573186 0.874459 0.314739 0.0 -0.1 -0.1 0.179
H 3.218993 -0.439737 -0.808518 -0.1 0.0 0.2 0.185
```
Positions in Å, forces in eV/Å.

Output
- SMILES: COC[C@H]1CO1
- DFT total energy: -8370.503 eV
- Relative energy (zero: lowest compared OMol25 entry of this formula, charge and spin): 2.778 eV
- Largest force on an atom: 1.3 eV Å⁻¹
- Kohn-Sham gap: 11.1 eV
- Highest occupied orbital energy: -10.0701 eV